A structure of composition C46H87F5MnN3O14 at a distorted geometry. Source: the Open Molecules 2025 dataset; level of theory: ωB97M-V/def2-TZVPD.

Element x y z (Å)
H 1.268 0.428 6.912
H -3.617 1.637 7.020
C -1.030 -1.958 -4.377
C 2.860 2.761 -3.557
H -2.099 -3.975 -2.609
F -3.029 -0.199 2.202
H 2.998 5.700 -4.277
H -3.200 1.117 5.477
H -2.868 -4.440 2.651
H 1.763 -4.449 3.786
C 4.889 5.271 -3.256
H 2.791 -4.428 1.526
H -0.178 -2.195 4.904
H 0.074 -0.106 -3.971
C 6.303 5.876 -3.295
H 4.445 3.299 -6.590
H -0.344 -7.342 2.094
H -2.503 2.677 -1.317
C -3.414 4.376 6.691
H -0.705 4.451 -1.714
C 4.070 5.849 -4.408
H 5.301 1.101 -3.709
H -0.056 -3.575 -5.357
H 0.918 5.144 -1.578
C 4.534 5.212 -5.748
F 2.257 2.710 6.398
H 6.396 2.998 -2.448
H -2.346 -2.852 4.746
H 2.091 3.491 -3.808
H -1.884 1.721 6.472
H 4.800 6.097 -1.114
H -0.042 -3.303 -3.086
O -0.616 -1.359 6.792
C -1.372 -6.980 2.105
H 1.233 5.140 1.836
H 3.012 3.790 -5.924
C 1.243 -5.185 0.380
H 6.770 5.832 -4.279
Mn -2.267 4.054 2.574
H 5.620 5.272 -5.820
C -0.215 0.147 -0.012
O 5.454 3.100 -2.292
H -0.342 -5.576 3.948
C -5.400 1.691 0.410
C -4.152 2.515 0.255
C -1.949 -2.934 5.758
C -0.787 0.908 2.286
H -2.024 -7.558 1.451
C 0.078 4.379 0.281
H -1.465 -5.222 -0.693
H -1.898 0.068 -5.634
C -4.329 -2.669 -4.542
O -3.388 3.393 4.475
C 2.792 -0.081 4.622
H 1.348 -3.406 1.647
H 1.425 1.552 -0.324
C 0.264 4.345 -1.226
F -1.279 -1.491 2.408
H 5.624 1.802 -5.220
H 0.004 1.123 5.949
O -1.155 2.138 2.922
H -4.081 2.057 -1.829
H 4.017 0.968 -4.988
H -0.959 -0.360 -0.626
H -2.427 4.815 6.831
H -3.986 0.377 -3.235
C 1.707 -4.435 1.635
C -4.581 -0.509 -3.457
N -2.245 -1.176 -4.337
C -3.321 3.207 5.687
H 0.713 3.421 -1.590
H 1.399 0.165 -1.381
H -5.345 -2.848 -4.188
H -1.636 -7.143 3.150
H 1.587 3.410 1.568
H -0.063 -1.738 -2.382
H -0.249 -0.506 -5.721
H -1.994 -3.639 1.422
H -6.276 2.191 0.823
H 6.409 6.855 -2.827
H 0.494 -3.630 -0.979
H -5.568 1.129 -0.508
C -3.560 -1.652 -3.656
C 2.027 1.844 5.461
H 1.099 -1.173 -4.816
H -1.730 -3.822 -5.059
C -1.020 -5.505 1.796
F -2.065 -4.228 6.108
F -1.897 -0.353 4.079
H 4.290 6.914 -4.474
H 0.140 1.434 -1.622
H 2.460 -6.710 1.225
H -1.591 -3.394 -1.148
H 1.584 -6.112 3.059
H 7.012 5.158 -2.884
H -3.747 -3.590 -4.564
C -0.691 -2.441 -2.928
O 1.437 -0.252 4.899
H 1.366 -7.184 -0.044
N 5.043 3.799 -3.446
C -0.206 -4.953 3.065
C -1.875 -3.021 -2.131
C 4.168 2.962 -4.280
C 1.360 -5.049 2.970
H -0.512 -3.932 3.295
C 1.347 4.358 1.086
C 1.014 0.718 5.893
H 0.222 0.644 2.602
H 2.124 4.818 0.475
H 4.287 5.796 -6.634
H 1.491 2.312 4.635
C 0.762 0.906 -0.899
H 2.377 1.795 -3.702
O -3.682 3.237 1.091
H 2.934 2.707 -2.471
C -2.930 1.878 6.209
O -2.561 -0.625 -5.579
H -4.083 5.210 6.479
C -1.019 -3.067 -5.393
H -5.397 -0.672 -2.753
H -1.264 -2.651 -6.371
H -3.985 -2.830 -1.863
O 3.169 1.152 5.004
O -2.621 -2.207 6.771
H -3.620 4.225 7.751
C 1.377 -4.240 -0.790
H 0.351 -0.685 0.407
C 4.180 5.653 -1.892
C -3.396 2.146 -0.986
H 3.307 6.299 -1.994
O -0.839 -5.928 -0.517
H -4.991 -0.319 -4.449
C -1.768 -1.315 7.258
H 0.166 -3.134 6.266
C 0.052 -0.877 -4.741
C -1.783 -0.290 2.696
H 2.781 -6.522 -0.521
C -2.295 -4.636 1.745
H 1.539 -4.836 -1.689
H -5.209 1.005 1.235
C -3.189 -2.171 -2.209
C 2.043 -6.389 0.270
H -3.243 -1.282 -1.581
C 4.072 3.756 -5.673
O 3.541 -0.893 4.006
C 4.796 1.587 -4.544
O -1.012 4.415 0.908
H -4.387 -2.304 -5.567
H -3.149 1.098 -0.821
O -0.916 1.093 0.867
O -2.142 -0.445 7.969
H 2.259 -3.601 -0.802
H -2.958 -5.076 1.001
N -0.237 -5.454 0.600
H 3.667 4.790 -1.467
C -0.542 -2.384 5.914

## Properties
* max |F|: 5.9 eV/Å
* 2S+1: 7
* highest occupied orbital energy (spin up / spin down): -11.29 / -11.29 eV
* net charge: +2
* calculated total energy: -127133.5005 eV